No. 1
C32H39N9O4S3V | wB97M-V/def2-TZVPD

Last column: Löwdin charge in e.
Geometry (Å):
V: -0.3787 -0.1139 -2.2790  0.939
N: -0.4159 3.9498 -0.9389  0.125
C: 0.8503 4.5412 -1.0791  -0.255
C: 0.9975 5.9002 -1.3257  -0.023
C: 2.2645 6.4486 -1.4505  -0.090
C: 3.3917 5.6419 -1.3653  -0.097
C: 3.2424 4.2798 -1.1478  -0.102
C: 1.9777 3.7341 -0.9788  -0.455
S: 1.7398 2.0574 -0.5336  0.977
N: 0.2817 1.7054 -1.3599  -0.316
C: -0.6159 2.6756 -1.4749  -0.349
C: -1.7573 2.3939 -2.2679  -0.214
C: -2.9323 3.1711 -2.3031  -0.023
C: -3.9530 2.8140 -3.1331  -0.070
C: -3.8160 1.6659 -3.9467  -0.063
C: -2.6831 0.9151 -3.8429  -0.107
N: -1.6487 1.2368 -3.0199  -0.028
H: -1.1715 4.5866 -1.1388  0.117
H: 0.1174 6.5266 -1.4117  0.112
H: 2.3693 7.5106 -1.6277  0.102
H: 4.3790 6.0671 -1.4782  0.100
H: 4.1100 3.6350 -1.0846  0.100
H: -3.0433 4.0225 -1.6437  0.107
H: -4.8658 3.3941 -3.1540  0.104
H: -4.6038 1.3543 -4.6161  0.102
H: -2.5419 0.0058 -4.4122  0.117
C: -3.1412 -5.0104 4.0360  -0.048
C: -2.9312 -4.0630 2.8869  -0.279
C: -3.9805 -3.2652 2.4293  -0.034
C: -3.8133 -2.4067 1.3582  -0.039
C: -2.5723 -2.3197 0.7385  -0.266
C: -1.5187 -3.1086 1.1693  -0.065
C: -1.7037 -3.9746 2.2415  -0.047
S: -2.3705 -1.2078 -0.6266  0.558
O: -2.0198 0.1055 -0.1310  -0.333
O: -3.5758 -1.3320 -1.4073  -0.281
N: -1.0650 -1.7214 -1.4079  -0.313
C: -1.2208 -2.8987 -2.2731  -0.143
C: -0.8811 -2.5330 -3.7225  -0.616
O: -0.8925 -3.3839 -4.5855  0.056
O: -0.5981 -1.2758 -3.8901  -0.156
H: -3.9479 -5.7112 3.8177  0.084
H: -3.4165 -4.4727 4.9451  0.078
H: -2.2411 -5.5871 4.2435  0.075
H: -4.9468 -3.3281 2.9157  0.118
H: -4.6343 -1.8024 0.9971  0.120
H: -0.5619 -3.0494 0.6650  0.104
H: -0.8796 -4.5952 2.5746  0.115
H: -2.2420 -3.2851 -2.2585  0.123
H: -0.5515 -3.6957 -1.9438  0.122
C: 4.0315 -2.0332 0.5231  -0.156
C: 2.6948 -1.4230 0.8882  -0.191
N: 1.9034 -1.2870 -0.3259  0.086
C: 2.4311 -0.8907 -1.5189  -0.390
N: 1.6204 -0.4712 -2.4492  -0.053
C: 2.1380 -0.0364 -3.7476  -0.196
C: 3.4808 -0.6636 -4.0649  -0.145
C: 4.3921 -0.4423 -2.8762  -0.153
N: 3.7799 -1.0124 -1.6855  -0.034
C: 4.6688 -1.1649 -0.5419  -0.155
H: 3.8860 -3.0432 0.1338  0.123
H: 4.6800 -2.0897 1.3974  0.118
H: 2.8273 -0.4538 1.3788  0.101
H: 2.1383 -2.0566 1.5791  0.118
H: 0.9226 -1.0722 -0.1877  0.088
H: 2.2269 1.0575 -3.7369  0.120
H: 1.3976 -0.3041 -4.5008  0.108
H: 3.9068 -0.2174 -4.9635  0.119
H: 3.3596 -1.7348 -4.2403  0.127
H: 4.5734 0.6316 -2.7324  0.129
H: 5.3598 -0.9292 -3.0097  0.122
H: 4.9187 -0.1802 -0.1235  0.130
H: 5.5960 -1.6084 -0.9096  0.122
C: -0.2910 2.2680 5.3049  -0.063
N: -0.7340 0.9271 5.0257  -0.176
C: -1.0964 0.0194 6.0978  -0.128
C: -1.4997 -1.2461 5.3330  -0.147
N: -0.8317 -1.0409 4.0550  0.022
C: -0.5200 0.2765 3.8611  -0.837
S: 0.0101 0.9264 2.4282  0.657
H: -1.0571 2.7989 5.8709  0.089
H: -0.1155 2.7779 4.3609  0.048
H: 0.6377 2.2647 5.8847  0.092
H: -1.9111 0.4316 6.6945  0.121
H: -0.2429 -0.1604 6.7618  0.123
H: -2.5843 -1.3199 5.2122  0.116
H: -1.1417 -2.1495 5.8251  0.112
H: -1.1444 -1.5461 3.2401  0.090

ΔE to the lowest compared entry with this formula, charge and spin: 0.0000 eV
Spin multiplicity: 4
Gap between HOMO and LUMO (alpha / beta): 5.943 / 7.623 eV
⟨S²⟩: 3.770
HOMO level (alpha / beta): -5.53 / -7.56 eV


No. 2
C44H43Br6F3Li2N7O8 | wB97M-V/def2-TZVPD

Last column: Löwdin charge in e.
Geometry (Å):
Li: 4.8164 8.8622 9.3853  0.648
Li: 2.8418 6.8405 8.3858  0.738
C: 4.6646 8.6227 6.4892  -0.481
O: 5.7350 9.4493 6.9571  -0.108
O: 4.0400 8.1527 7.5599  -0.313
C: 3.7831 9.4387 5.5470  -0.537
F: 4.4028 9.5269 4.3524  0.060
F: 2.5575 8.9051 5.3413  0.116
F: 3.5967 10.6856 6.0335  0.121
C: 6.6790 9.9069 6.0057  -0.245
C: 7.8591 10.5184 6.7652  -0.056
H: 8.4198 11.1533 6.0709  0.063
H: 7.5251 11.1782 7.5646  0.051
H: 8.5493 9.7456 7.1080  0.078
H: 6.2808 10.7019 5.3545  0.089
H: 6.9977 9.1003 5.3340  0.104
H: 5.1836 7.8064 5.9471  0.113
C: 0.8343 11.5391 3.5036  -1.609
Br: -0.6133 12.7321 3.0261  0.573
Br: 2.5107 12.1551 2.8155  0.602
Br: 0.4119 9.7783 2.7776  0.568
H: 0.8657 11.5621 4.5792  -0.031
C: 6.7058 12.6905 2.0899  -1.593
Br: 6.3884 13.4363 0.3512  0.611
Br: 8.5591 12.6985 2.6743  0.574
Br: 6.0823 10.8473 2.1752  0.579
H: 6.1522 13.2337 2.8310  -0.063
C: 4.7328 14.4743 5.0454  -0.075
C: 5.3678 13.6345 5.9552  -0.060
C: 6.5586 14.0270 6.5491  -0.004
C: 7.0743 15.2644 6.2496  -0.147
C: 6.4924 16.0899 5.3059  0.012
C: 5.2820 15.7138 4.7542  -0.055
N: 8.3643 15.6279 6.7919  -0.390
O: 9.0413 14.7595 7.2409  0.086
O: 8.6995 16.7531 6.7274  0.127
H: 3.7849 14.2050 4.5912  0.068
H: 4.9138 12.6894 6.2225  0.090
H: 6.9055 13.3301 7.2974  0.096
H: 6.9656 17.0422 5.1111  0.126
H: 4.8242 16.3685 4.0235  0.116
C: 11.8584 9.9602 0.3818  -0.068
C: 10.6421 9.3076 0.3346  -0.055
C: 10.0348 8.9571 1.5342  -0.002
C: 10.6385 9.2981 2.7369  -0.161
C: 11.7854 10.0431 2.7878  -0.011
C: 12.4511 10.3049 1.5900  -0.053
N: 9.9102 9.0690 3.9882  -0.366
O: 10.2546 9.6770 4.9567  0.069
O: 8.9994 8.3139 3.9734  0.091
H: 12.4316 10.1286 -0.5278  0.114
H: 10.1798 9.0140 -0.5951  0.112
H: 9.0577 8.4991 1.4853  0.116
H: 12.1646 10.4689 3.7034  0.114
H: 13.3799 10.8535 1.6611  0.110
C: 12.0502 11.3581 7.5032  -0.044
C: 12.6541 10.8665 8.6659  -0.057
C: 12.0190 10.9428 9.8830  0.000
C: 10.7637 11.5435 9.9421  -0.161
C: 10.2298 12.1968 8.8499  -0.002
C: 10.8783 12.0830 7.6367  -0.068
N: 9.9869 11.4307 11.1405  -0.365
O: 9.1196 12.2279 11.3341  0.086
O: 10.2904 10.5552 11.9171  0.069
H: 12.5987 11.3003 6.5749  0.106
H: 13.5969 10.3311 8.6334  0.112
H: 12.3912 10.5046 10.8018  0.123
H: 9.2562 12.6637 8.9180  0.103
H: 10.4297 12.5950 6.7934  0.102
N: 5.2017 10.9029 9.5303  0.005
C: 6.1595 11.6672 10.0488  -0.141
C: 6.1612 13.0511 10.0014  -0.044
C: 5.0478 13.6619 9.4610  -0.062
C: 4.0229 12.8898 8.9345  -0.060
C: 4.1389 11.5215 8.9891  -0.143
H: 6.9694 11.1355 10.5371  0.085
H: 6.9927 13.6520 10.3417  0.113
H: 4.8943 14.7344 9.4302  0.122
H: 3.1434 13.3634 8.5216  0.118
H: 3.4571 10.8527 8.4718  0.098
N: 3.5783 5.0236 7.8641  -0.037
C: 4.0032 4.6609 6.6642  -0.125
C: 4.1589 3.3347 6.3066  -0.036
C: 3.8726 2.3351 7.2044  -0.039
C: 3.3537 2.7147 8.4283  -0.049
C: 3.2896 4.0532 8.7390  -0.154
H: 4.0397 5.4591 5.9333  0.109
H: 4.4326 3.0829 5.2895  0.119
H: 3.8874 1.3019 6.8916  0.121
H: 2.9447 1.9961 9.1275  0.116
H: 2.8294 4.4001 9.6592  0.107
N: 6.5580 7.9407 10.0638  0.005
C: 7.7295 8.4949 10.3098  -0.135
C: 8.6396 7.9335 11.1585  -0.039
C: 8.3606 6.7282 11.7660  -0.043
C: 7.2381 6.0523 11.3671  -0.045
C: 6.4096 6.7019 10.4627  -0.158
H: 7.9653 9.4278 9.8188  0.097
H: 9.6187 8.3669 11.3030  0.101
H: 9.0622 6.2648 12.4479  0.121
H: 6.9581 5.0615 11.6906  0.112
H: 5.4962 6.1959 10.1527  0.096
N: 7.5753 4.1758 2.9955  0.061
C: 6.5928 4.8978 2.5071  -0.162
C: 6.0296 5.9678 3.1740  -0.051
C: 6.4053 6.1492 4.4925  -0.109
C: 7.4498 5.4311 5.0197  -0.071
C: 8.0102 4.4565 4.2217  -0.146
H: 6.2962 4.6031 1.5080  0.107
H: 5.2506 6.5922 2.7600  0.106
H: 5.9779 6.9811 5.0474  0.060
H: 7.9109 5.6680 5.9690  0.110
H: 8.8675 3.8697 4.5328  0.107

Gap between HOMO and LUMO: 8.203 eV
HOMO level: -11.36 eV
Charge: +1


No. 3
C7H9FN2 | wB97M-V/def2-TZVPD

Last column: natural (NBO) charge in e.
Geometry (Å):
C: 1.7345 -2.3086 -0.3782  -0.237
C: 2.0645 -1.1357 0.3132  -0.201
C: 0.5129 -2.3767 -0.9401  -0.202
C: 1.1012 -0.1376 0.4880  -0.218
C: -0.3621 -1.2950 -0.9892  -0.197
C: -0.1032 -0.2103 -0.1415  0.077
C: -0.5601 1.9985 0.7432  -0.457
N: -2.6146 0.0228 0.2009  -0.093
N: -0.8977 0.9038 -0.2356  -0.249
F: -3.2669 0.8999 1.0527  -0.260
H: 2.5204 -3.0974 -0.4715  0.221
H: 3.1594 -1.0864 0.6870  0.217
H: 0.2111 -3.2798 -1.4843  0.212
H: 1.2584 0.6794 1.1962  0.204
H: -1.2258 -1.2398 -1.5998  0.213
H: -0.3357 1.7010 1.7374  0.199
H: 0.3487 2.3082 0.3294  0.219
H: -1.3099 2.8077 0.4746  0.230
H: -3.1933 0.1656 -0.7653  0.322

ΔE to the lowest compared entry with this formula, charge and spin: 4.8576 eV
Gap between HOMO and LUMO (alpha / beta): 8.253 / 8.257 eV
HOMO level (alpha / beta): -8.36 / -8.36 eV


The F_max results, record by record, are as follows: 1.08, 3.33, 4.00 eV Å⁻¹.